1.
C4H7NO | the ωB97M-V functional and the def2-TZVPD basis

```
13
Properties=species:S:1:pos:R:3:lowdin_charge:R:1
O -1.54534 -1.57299 1.04325 0.14
N 1.07570 1.17184 0.27751 0.08
C 1.54520 0.02853 -0.02014 -0.30
C 0.97419 -0.78989 -1.13622 -0.10
C -1.81972 -0.45349 0.83755 -0.29
C -2.10735 0.80276 0.59770 0.00
H -3.12377 1.15840 0.69975 0.06
H 1.58814 1.57681 1.06252 0.05
H 0.61928 -1.75567 -0.75844 0.07
H 2.38936 -0.42241 0.52092 0.11
H 1.74351 -0.99395 -1.89030 0.08
H 0.14187 -0.25677 -1.60321 0.08
H -1.28468 1.45083 0.31023 0.03
```

Properties
HOMO-LUMO gap in Ha: 0.3686
LUMO energy in hartree: 0.03594
SMILES string: [H]/N=C/C.C=C=O
ΔE to the lowest compared entry with this formula, charge and spin in kcal per mole: 47.86
Molecular weight in g mol⁻¹: 85.1

***

2.
C50H47HfN9S | the ωB97M-V functional and the def2-TZVPD basis

```
108
Properties=species:S:1:pos:R:3:lowdin_charge:R:1
Hf 8.63333 12.98756 13.02242 1.79
S 4.71847 16.73381 13.12138 0.50
N 6.87125 14.09330 11.81496 -0.06
N 9.63236 13.19211 11.05544 -0.04
N 9.35794 15.11784 13.21229 -0.02
N 6.72454 12.54700 14.40291 -0.01
N 9.40493 13.01934 15.13067 -0.04
N 4.57767 18.72544 11.30891 0.11
N 6.14030 18.96555 13.02273 -0.07
N 9.86183 11.15719 12.98966 -0.03
N 7.02014 11.32515 12.03316 -0.10
C 11.54426 7.47285 17.87597 -0.07
C 9.74426 7.36674 8.78959 -0.10
C 11.41433 9.84170 17.48429 -0.02
C 11.92885 8.77587 18.18768 -0.05
C 8.95192 16.48134 16.78193 -0.20
C 9.96810 15.67736 10.80179 -0.06
C 6.64222 10.44066 13.17307 -0.21
C 10.16081 10.71936 15.50530 -0.05
C 9.49507 17.25468 13.96015 0.01
C 7.50825 17.43094 18.48660 -0.07
C 9.10656 15.45689 15.68218 -0.04
C 9.04675 14.06133 16.00728 -0.22
C 9.66000 15.94727 12.11491 -0.22
C 9.08779 12.18618 17.27081 0.04
C 6.00080 13.26552 10.87834 -0.19
C 9.55844 17.31008 12.58502 0.02
C 5.22202 18.23214 12.40448 -0.89
C 6.35496 20.36054 12.74270 -0.08
C 10.93038 9.88691 8.32127 -0.04
C 9.88568 17.47564 17.04202 -0.04
C 9.51749 8.38849 9.70179 -0.03
C 10.52419 9.59910 16.40663 -0.21
C 9.72262 14.37204 10.31118 -0.22
C 9.62635 12.13561 10.14560 -0.23
C 11.30682 17.57368 10.11982 -0.06
C 10.53872 7.57613 7.71113 -0.07
C 8.85079 13.52902 17.31037 -0.01
C 10.24842 16.77749 9.84420 -0.22
C 9.61484 18.43661 18.04297 -0.06
C 5.77086 11.91836 11.45271 -0.18
C 9.32995 12.64277 8.83079 0.02
C 9.51497 14.01250 8.95351 0.01
C 10.07661 8.30356 16.21199 -0.03
C 6.11146 11.18196 14.32612 -0.19
C 7.75130 16.43682 17.53531 -0.04
C 9.67787 18.27529 8.01897 -0.04
C 11.33994 9.55187 13.62194 0.02
C 10.14971 9.65837 9.48158 -0.17
C 9.37569 17.15144 8.81803 -0.03
C 9.58648 11.93248 15.90734 -0.26
C 10.30898 10.49043 11.84759 -0.27
C 11.31848 9.57657 12.23873 0.04
C 9.32831 15.88546 14.36811 -0.21
C 11.14914 8.83528 7.45673 -0.05
C 10.76844 19.09747 8.38703 -0.07
C 11.60382 18.73047 9.40317 -0.06
C 10.54821 7.25819 17.00909 -0.08
C 10.39898 10.49238 14.11590 -0.20
C 9.97228 10.76836 10.53038 -0.05
C 8.41601 18.44752 18.73116 -0.07
H 5.47528 20.99603 13.05292 0.11
H 10.76409 6.73951 7.01975 0.13
H 10.91459 20.00971 7.80227 0.12
H 11.35548 10.89904 8.22343 0.12
H 10.16937 6.25154 16.84569 0.12
H 7.44011 10.71454 11.38067 0.09
H 12.48607 19.30133 9.61325 0.11
H 9.63652 18.23510 11.96363 0.14
H 9.57433 14.77966 8.16837 0.12
H 6.00157 13.19976 14.13413 0.09
H 9.40936 18.14604 14.58154 0.12
H 9.45453 6.33190 9.04147 0.12
H 7.07201 15.55665 17.45891 0.12
H 9.32697 8.04338 15.39744 0.14
H 8.50587 14.09146 18.20721 0.13
H 6.58001 17.36942 19.04380 0.11
H 7.22755 20.75387 13.26832 0.09
H 11.84371 10.81109 17.68993 0.12
H 5.15013 19.28886 10.67073 0.11
H 6.90791 12.72318 15.37393 0.08
H 7.45932 9.74526 13.46586 0.13
H 8.23048 19.24208 19.45794 0.12
H 10.35748 19.18423 18.25804 0.11
H 11.77374 8.91080 6.55235 0.12
H 6.48478 20.58530 11.63846 0.10
H 5.04589 11.27895 14.17342 0.12
H 12.13914 6.70862 18.33950 0.12
H 6.74088 18.55084 13.75134 0.13
H 5.86425 9.73446 12.78141 0.15
H 6.17524 14.71738 12.33389 0.01
H 10.89049 17.39335 16.57552 0.14
H 8.87778 8.28867 10.60709 0.12
H 8.94622 12.08500 7.98766 0.12
H 8.49676 16.55745 8.58942 0.11
H 5.44634 11.26816 10.59259 0.16
H 5.02730 13.78031 10.75132 0.14
H 6.35290 10.72881 15.27167 0.13
H 4.98888 11.94155 12.22211 0.12
H 6.50290 13.08390 9.92465 0.12
H 11.93559 17.33367 11.00012 0.14
H 9.05275 18.51988 7.17904 0.10
H 12.65039 9.00117 18.92900 0.10
H 9.07238 11.43870 18.09077 0.14
H 12.09893 9.04707 14.21241 0.13
H 7.28857 14.78592 11.19863 0.07
H 11.95637 9.03430 11.53075 0.14
H 3.97314 18.05842 10.86704 0.08
```

Properties
HOMO-LUMO gap in Ha: 0.1982
LUMO energy in hartree: -0.23814
Net charge: +2
Molecular weight in g mol⁻¹: 984.5

***

Number 1: HOMO level -0.3326 Eh. Number 2: HOMO level -0.4363 Eh.